Record 1
{"formula": "C2H39O18", "method": "ωB97M-V/def2-TZVPD", "elements": ["C", "C", "O", "H", "H", "H", "H", "H", "O", "H", "H", "O", "H", "H", "O", "H", "H", "O", "H", "H", "O", "H", "H", "O", "H", "H", "O", "H", "H", "O", "H", "H", "O", "H", "H", "O", "H", "H", "O", "H", "H", "O", "H", "H", "O", "H", "H", "O", "H", "H", "O", "H", "H", "O", "H", "H", "O", "H", "H"], "positions_angstrom": [[0.127, -0.653, 0.295], [-0.568, 0.578, -0.318], [-1.409, 0.927, 0.704], [0.830, -0.379, 1.034], [0.695, -1.140, -0.489], [-0.564, -1.269, 0.905], [-1.188, 0.378, -1.207], [0.021, 1.427, -0.577], [1.989, 2.221, 2.026], [1.243, 2.298, 1.497], [2.454, 1.566, 1.491], [0.825, -0.064, 3.995], [0.100, -0.548, 3.560], [0.671, -0.188, 4.906], [-1.424, -1.820, -2.302], [-0.573, -1.377, -2.013], [-1.484, -1.756, -3.256], [0.215, 2.488, -3.133], [-0.668, 2.814, -2.913], [0.335, 2.955, -3.995], [-3.580, 1.531, -0.880], [-2.866, 1.235, -0.334], [-3.683, 0.793, -1.429], [2.638, 1.003, -0.468], [2.533, 1.935, -0.565], [1.812, 0.620, -0.732], [-1.260, 3.523, 0.199], [-0.361, 3.629, 0.001], [-1.405, 2.610, 0.156], [3.107, -0.744, 2.795], [2.411, -0.379, 3.337], [2.780, -1.652, 2.557], [-2.166, 0.794, -4.004], [-1.444, 0.482, -3.433], [-1.639, 0.819, -4.793], [-2.985, -1.027, 1.670], [-2.585, -1.290, 2.507], [-2.380, -0.307, 1.465], [2.087, -2.959, -1.001], [2.263, -3.951, -0.968], [2.860, -2.605, -0.587], [1.440, 3.530, -0.776], [1.441, 4.444, -1.075], [1.097, 3.106, -1.530], [-0.689, 1.957, 3.034], [-1.049, 1.487, 2.281], [-0.204, 1.293, 3.415], [-2.313, -3.141, 0.074], [-2.837, -2.550, 0.599], [-2.210, -2.694, -0.746], [0.130, -4.025, 0.571], [0.612, -3.619, -0.158], [-0.701, -3.617, 0.535], [0.933, -0.292, -2.973], [1.799, -0.561, -2.714], [0.811, 0.657, -3.103], [1.669, -2.817, 2.496], [0.945, -2.175, 2.452], [1.361, -3.499, 1.914]], "atomic_forces_ev_per_a": [[0.125, 0.080, -1.408], [-1.663, -1.703, 2.145], [-1.695, 0.934, 0.353], [1.158, 0.972, 0.686], [0.086, -1.090, 0.180], [-0.057, 0.045, -1.384], [0.407, -0.496, -0.327], [1.422, 0.526, -0.363], [2.456, -0.484, 1.015], [-2.876, 0.765, -1.005], [0.610, -0.259, 0.400], [-0.509, -0.500, -1.431], [0.365, 0.276, 0.175], [-0.223, -0.203, 1.853], [0.961, 0.318, 0.824], [-1.295, -0.663, -0.876], [0.204, 0.071, -0.082], [-0.028, 0.991, -1.410], [-0.410, -0.396, 0.596], [0.306, -0.627, 0.817], [-0.908, 1.651, -0.105], [1.366, -0.050, 1.749], [-0.621, -1.576, -1.565], [1.251, -1.196, -0.125], [-0.143, 1.303, -0.053], [-0.702, -0.217, -0.025], [-1.468, 3.060, -0.205], [2.011, 0.332, -0.135], [-0.800, -2.764, 0.646], [0.932, -0.830, -0.758], [-0.228, 0.268, 0.135], [0.581, 1.209, 0.395], [0.672, -0.296, 0.511], [-0.673, -0.003, 0.739], [-0.066, 0.242, -1.286], [-0.401, -0.956, 1.190], [-0.489, -0.390, 0.184], [0.607, 1.525, -1.380], [0.053, -2.558, -0.768], [-0.269, 1.819, -0.261], [0.733, 0.686, 0.658], [0.898, 1.282, 1.162], [0.234, 0.262, 0.389], [-0.890, -1.265, -1.793], [-2.028, 2.508, -0.309], [-0.538, 0.211, -1.437], [2.309, -1.749, 1.759], [0.024, -1.589, 0.493], [-0.429, 0.951, 0.800], [0.268, 0.662, -1.482], [2.704, -1.505, 0.147], [-0.043, 0.248, 0.166], [-2.799, 0.929, -0.078], [-1.529, -0.415, -0.571], [0.987, 0.307, 0.216], [0.658, 0.159, 0.329], [-0.290, 0.321, 0.878], [0.319, -0.234, -0.082], [-0.636, -0.903, -0.888]], "homo_energy_ev": -5.3, "charge": -1, "lumo_energy_ev": 1.71, "total_energy_ha": -1453.9216}

Record 2
{"formula": "C2H3AgFO2", "method": "ωB97M-V/def2-TZVPD", "elements": ["F", "H", "O", "C", "C", "O", "H", "H", "Ag"], "positions_angstrom": [[0.850, 0.646, -3.032], [1.269, -0.177, -3.211], [1.792, -0.094, 0.444], [0.715, -0.227, 0.109], [-0.779, -0.149, 0.420], [-0.957, -0.482, 1.685], [-1.220, -0.830, -0.339], [-1.046, 0.885, 0.103], [-0.625, 0.426, 3.823]], "atomic_forces_ev_per_a": [[0.375, -0.857, 0.012], [-0.368, 0.804, 0.037], [-1.148, -0.540, -0.833], [2.493, 1.018, 1.407], [-2.473, -0.747, 0.474], [0.766, 0.185, -1.320], [-0.110, 0.141, 0.127], [0.436, -0.119, 0.006], [0.029, 0.115, 0.088]], "homo_energy_ev": [-5.5, -9.4], "s2": 0.7513, "spin_multiplicity": 2, "charge": 0, "lumo_energy_ev": [-1.48, -1.46], "total_energy_ha": -475.1528}

Record 3
{"formula": "C2H3BF2O", "method": "ωB97M-V/def2-TZVPD", "elements": ["B", "C", "C", "O", "F", "F", "H", "H", "H"], "positions_angstrom": [[-1.347, -0.257, -0.248], [1.123, 0.472, 0.677], [0.257, -0.144, -0.398], [2.270, 0.125, 0.918], [0.418, 1.291, 1.479], [0.911, -1.144, -1.001], [0.173, 0.560, -1.151], [-1.759, -1.242, -0.802], [-2.046, 0.338, 0.526]], "atomic_forces_ev_per_a": [[0.951, -1.916, 1.150], [2.746, -2.272, 1.094], [-1.458, 0.376, 1.753], [-3.401, 1.590, -0.606], [0.457, 0.151, -0.376], [0.528, -1.546, -0.242], [-0.141, 2.647, -1.925], [-0.118, 0.613, -0.219], [0.436, 0.358, -0.629]], "homo_energy_ev": -11.5, "charge": 0, "lumo_energy_ev": -0.55, "total_energy_ha": -377.7748}

Record 4
{"formula": "C2H3BO3", "method": "ωB97M-V/def2-TZVPD", "elements": ["B", "C", "C", "O", "O", "O", "H", "H", "H"], "positions_angstrom": [[-0.785, -0.558, 0.015], [3.020, -0.150, 0.074], [1.934, -0.622, 0.028], [-0.506, 0.781, 0.031], [-2.052, -1.074, 0.047], [0.187, -1.477, -0.050], [3.983, 0.274, 0.119], [-1.243, 1.388, 0.072], [-2.775, -0.450, 0.106]], "atomic_forces_ev_per_a": [[-0.720, 0.688, 0.011], [6.015, 2.533, 0.288], [-6.688, -2.703, -0.264], [0.358, 0.562, 0.017], [-0.559, -0.282, 0.043], [1.308, -1.146, -0.092], [0.543, 0.224, -0.006], [-0.210, -0.017, 0.005], [-0.049, 0.140, -0.001]], "homo_energy_ev": [-8.7, -10.2], "s2": 2.0124, "spin_multiplicity": 3, "charge": 0, "lumo_energy_ev": [0.45, -4.14], "total_energy_ha": -328.4237}

Record 5
{"formula": "C2H3BeO", "method": "ωB97M-V/def2-TZVPD", "elements": ["C", "C", "O", "Be", "H", "H", "H"], "positions_angstrom": [[-0.601, 0.249, -0.628], [0.327, 0.495, 0.336], [0.732, -0.428, 1.171], [0.347, -1.749, 1.027], [-1.523, -0.287, -0.386], [-0.332, 0.408, -1.673], [1.049, 1.311, 0.153]], "atomic_forces_ev_per_a": [[-0.280, -0.084, 0.559], [0.895, 0.476, -3.667], [0.125, 1.498, 2.886], [-0.474, -2.078, -0.160], [0.573, -0.551, -0.247], [-0.730, 1.196, 0.318], [-0.109, -0.458, 0.311]], "homo_energy_ev": [-7.5, -8.7], "s2": 0.7532, "spin_multiplicity": 2, "charge": 0, "lumo_energy_ev": [0.40, -0.66], "total_energy_ha": -167.9007}

Record 6
{"formula": "C2H3Br", "method": "ωB97M-V/def2-TZVPD", "elements": ["C", "C", "Br", "H", "H", "H"], "positions_angstrom": [[0.686, -0.414, 0.100], [-0.210, 0.004, 0.913], [-1.590, 1.339, -1.561], [1.414, -1.256, 0.328], [0.956, -0.052, -0.970], [-1.257, 0.380, 1.190]], "atomic_forces_ev_per_a": [[2.343, -1.039, -1.661], [-2.776, 0.965, -0.944], [0.184, -0.177, 0.674], [-0.888, 0.988, 0.353], [-0.950, -0.211, 1.817], [2.087, -0.526, -0.240]], "homo_energy_ev": [-10.2, -8.9], "charge": 0, "lumo_energy_ev": [-1.11, -3.09], "total_energy_ha": -2651.8527}

Record 7
{"formula": "C2H3Br2Cl3Si", "method": "ωB97M-V/def2-TZVPD", "elements": ["C", "C", "Si", "Cl", "Cl", "Cl", "Br", "Br", "H", "H", "H"], "positions_angstrom": [[0.612, 1.272, -1.191], [-0.275, -0.789, -0.427], [-0.376, -0.577, 1.415], [-0.620, -2.361, 2.348], [1.355, 0.266, 2.167], [-2.039, 0.626, 1.699], [2.402, 1.065, -1.416], [-1.942, -0.850, -1.464], [0.318, 1.988, -0.399], [-0.059, 0.807, -1.891], [0.624, -1.447, -0.841]], "atomic_forces_ev_per_a": [[-1.977, -2.467, 2.232], [2.403, 0.860, -1.199], [-0.344, 0.479, -0.802], [-0.083, -0.076, 0.191], [-0.577, -0.177, -0.234], [0.660, -0.269, 0.279], [0.958, 0.002, -0.271], [1.201, -0.274, 0.700], [-0.038, -0.497, -0.917], [0.093, 1.103, -0.683], [-2.295, 1.317, 0.704]], "homo_energy_ev": [-8.8, -8.8], "charge": 0, "lumo_energy_ev": [-0.72, -0.72], "total_energy_ha": -6896.1602}

Record 8
{"formula": "C2H3Br2FSi", "method": "ωB97M-V/def2-TZVPD", "elements": ["C", "C", "F", "Si", "Br", "Br", "H", "H", "H"], "positions_angstrom": [[-1.527, -0.418, 0.591], [-1.124, 0.604, -0.100], [1.989, -0.013, -2.044], [1.487, 0.185, -0.575], [2.650, 1.629, 0.575], [1.743, -1.858, 0.222], [-2.544, -0.303, 0.778], [-1.147, -1.368, 1.091], [-1.526, 1.543, -0.537]], "atomic_forces_ev_per_a": [[-0.063, -0.979, 0.803], [4.645, 0.053, -1.466], [0.308, 0.469, -0.968], [-3.530, 0.008, 1.424], [0.286, 0.180, -0.074], [0.042, -0.089, 0.271], [-2.186, -0.114, 0.668], [0.374, 1.644, -1.256], [0.125, -1.173, 0.599]], "homo_energy_ev": -9.0, "charge": 0, "lumo_energy_ev": -0.21, "total_energy_ha": -5615.4301}